Entry 1:
63
Properties=species:S:1:pos:R:3:forces:R:3:lowdin_charge:R:1 method="wB97M-V/def2-TZVPD" energy_ha=-6651.07206 e_above_lowest_kj_mol=318.70 e_homo_ev=-8.4
Mg 2.083 -1.965 2.027 -2.46 -1.97 0.95 1.141
C -1.281 -4.026 2.910 -0.34 0.11 -0.77 -0.008
C 0.157 -4.384 2.991 0.71 -5.39 1.23 -0.760
O 0.565 -5.547 3.203 -2.00 0.40 -0.17 -0.007
O 1.049 -3.539 2.852 3.64 6.16 -1.41 -0.136
H -1.935 -4.790 3.332 0.21 0.36 0.52 0.095
H -1.521 -4.073 1.848 0.02 0.19 -0.28 0.045
H -1.422 -2.992 3.226 -0.33 -0.25 0.31 0.049
C 0.468 0.845 -0.050 -1.19 -0.26 -0.56 0.030
C 1.011 -0.220 0.876 -1.36 -0.01 -0.40 -0.663
O 0.391 -1.276 1.166 -0.59 0.41 -0.91 -0.048
O 2.156 -0.093 1.367 2.67 0.58 0.65 -0.078
H 0.289 1.845 0.345 0.59 -0.13 0.53 0.098
H -0.518 0.535 -0.396 -0.10 -0.27 0.06 0.057
H 1.044 0.958 -0.969 0.46 -0.08 0.23 0.073
Cl 5.396 2.353 2.942 -0.16 -0.76 0.50 0.496
C 4.607 1.563 4.393 -1.40 0.81 -1.23 -0.590
C 3.124 2.016 4.481 0.98 0.58 0.30 -0.636
Cl 3.136 3.806 4.466 -0.54 0.05 0.20 0.523
H 5.144 1.943 5.263 0.03 -0.59 -0.10 0.068
H 4.573 0.491 4.197 0.67 0.04 0.43 0.059
H 2.714 1.714 5.445 0.01 -0.07 -0.06 0.070
H 2.463 1.682 3.681 0.39 -0.08 -0.09 0.050
Cl -1.855 -0.786 -4.616 0.11 0.50 0.14 0.621
C -0.665 0.432 -4.091 1.85 -1.04 1.66 -0.691
C -1.149 1.813 -4.132 -1.05 0.84 -1.60 -0.613
Cl 0.139 3.019 -3.606 -1.01 -1.13 -0.45 0.570
H 0.236 0.340 -4.698 -0.20 -0.16 -0.17 0.079
H -0.340 0.256 -3.065 -0.17 -0.78 0.07 0.049
H -2.110 1.967 -3.642 0.39 0.22 0.54 0.041
H -1.380 1.854 -5.197 0.13 1.48 -0.17 0.076
Cl 4.445 0.102 -3.278 -0.26 -0.10 0.57 0.529
C 4.270 -0.220 -1.525 -0.65 0.62 0.80 -0.658
C 4.371 1.060 -0.612 1.43 -1.25 -0.94 -0.605
Cl 5.930 1.923 -1.012 -0.82 -0.13 0.32 0.498
H 4.925 -1.050 -1.260 0.65 0.60 0.00 0.067
H 3.296 -0.660 -1.312 -0.41 0.24 -0.45 0.044
H 4.486 0.719 0.417 -0.18 0.19 -0.08 0.025
H 3.523 1.739 -0.699 0.25 -0.08 -0.21 0.065
Cl -2.872 6.504 -1.565 -0.77 0.50 -0.18 0.587
C -2.022 4.992 -1.742 1.79 -0.01 1.33 -0.746
C -2.694 3.787 -1.156 -0.33 -0.44 -0.35 -0.670
Cl -4.102 3.330 -2.125 -0.50 -0.34 -0.20 0.561
H -1.173 5.116 -1.070 0.36 0.08 -0.03 0.064
H -1.552 4.917 -2.723 -0.76 -0.32 -0.08 0.029
H -3.031 3.894 -0.125 0.00 0.52 -0.14 0.075
H -2.018 2.933 -1.138 0.16 0.06 -0.31 0.047
Cl -3.394 -0.920 3.348 -0.36 0.14 0.85 0.621
C -2.854 -0.963 1.693 -0.22 0.33 -1.27 -0.698
C -3.975 -0.487 0.753 -0.13 0.04 0.80 -0.631
Cl -3.487 -0.674 -0.940 0.09 0.09 -0.34 0.611
H -2.557 -1.989 1.474 0.09 0.23 -0.10 0.039
H -2.015 -0.275 1.589 0.10 -0.34 0.03 0.052
H -4.196 0.570 0.902 0.12 -0.06 0.06 0.067
H -4.906 -1.030 0.916 0.18 -0.15 -0.10 0.073
Cl -0.345 -4.506 -0.717 -0.36 0.43 0.00 0.568
C -1.596 -3.318 -1.267 0.30 -0.16 0.49 -0.681
C -2.125 -3.671 -2.620 -0.62 -0.06 -1.27 -0.676
Cl -2.907 -5.307 -2.581 0.06 0.54 -0.01 0.527
H -1.165 -2.330 -1.108 0.18 -0.05 -0.71 0.034
H -2.460 -3.300 -0.602 0.21 -0.59 0.29 0.040
H -1.500 -3.682 -3.513 0.83 -0.21 0.65 0.055
H -2.870 -2.949 -2.955 -0.41 -0.05 0.59 0.025

Entry 2:
100
Properties=species:S:1:pos:R:3:forces:R:3:lowdin_charge:R:1 method="wB97M-V/def2-TZVPD" energy_ha=-5202.00313 smiles=CCOCC[SiH2]O[Si@](CCCCl)(CC(C)C)[C@H](Br)CC.COCCNCCOC.COCCNCCOC e_homo_ev=-8.5
C 5.995 -4.684 1.242 0.05 -0.16 0.00 -0.070
C 4.842 -3.785 0.823 -0.35 0.29 0.04 -0.269
O 3.616 -4.509 0.898 0.00 -0.20 -0.03 -0.172
C 2.476 -3.777 1.318 0.23 0.24 -0.16 -0.281
C 2.088 -4.087 2.774 0.00 -0.19 -0.05 -0.263
Si 1.680 -2.563 3.751 -0.06 0.02 0.11 0.529
O 0.429 -1.774 3.024 0.04 0.01 0.03 -0.338
Si -0.917 -0.929 3.460 0.04 0.07 -0.10 0.411
C -1.724 -0.349 1.855 0.08 -0.16 -0.20 -0.204
C -2.295 1.077 1.769 -0.07 0.11 0.28 -0.306
C -1.305 2.012 1.110 -0.02 0.26 -0.29 -0.592
Cl -1.793 3.739 1.265 -0.05 -0.13 0.09 0.565
C -0.577 0.388 4.733 -0.06 -0.03 0.24 -0.226
C 0.298 1.609 4.415 -0.15 -0.02 -0.22 -0.474
C 1.642 1.212 3.806 0.05 -0.14 -0.14 -0.091
C 0.514 2.465 5.656 0.21 0.04 0.31 -0.081
C -2.168 -2.153 4.166 -0.25 0.01 -0.02 -0.727
Br -1.931 -2.504 6.084 0.04 0.00 0.03 0.670
C -2.214 -3.480 3.406 0.29 -0.03 0.10 -0.368
C -3.537 -4.216 3.533 -0.11 -0.22 -0.11 -0.117
H 6.493 -5.140 0.385 -0.05 0.02 0.04 0.070
H 5.606 -5.494 1.863 0.02 0.10 0.01 0.077
H 6.742 -4.145 1.825 -0.02 0.04 -0.10 0.071
H 4.772 -2.893 1.461 0.09 -0.17 0.09 0.110
H 4.972 -3.413 -0.202 0.05 -0.06 0.07 0.117
H 1.656 -4.026 0.640 0.01 -0.01 0.08 0.120
H 2.676 -2.704 1.179 -0.06 -0.07 0.02 0.100
H 1.269 -4.814 2.809 0.05 0.07 0.02 0.074
H 2.936 -4.578 3.265 0.01 0.08 -0.04 0.082
H 2.866 -1.670 3.752 -0.02 -0.06 -0.03 -0.010
H 1.299 -2.866 5.153 0.07 -0.03 -0.05 -0.016
H -0.992 -0.514 1.051 -0.07 0.05 0.04 0.082
H -2.523 -1.072 1.651 0.03 0.04 0.00 0.075
H -2.545 1.471 2.761 0.04 -0.06 -0.08 0.093
H -3.226 1.097 1.196 0.05 -0.02 0.01 0.106
H -1.234 1.833 0.037 0.03 -0.13 0.12 0.046
H -0.309 1.944 1.535 0.07 -0.09 0.10 0.050
H -1.576 0.719 5.056 0.10 0.07 0.04 0.092
H -0.176 -0.132 5.617 0.02 0.01 -0.12 0.072
H -0.245 2.221 3.685 0.05 0.00 0.01 0.104
H 2.228 0.605 4.506 -0.08 0.12 0.03 0.071
H 1.525 0.598 2.906 -0.03 0.15 0.01 0.059
H 2.239 2.089 3.541 -0.05 -0.02 0.06 0.082
H 1.261 2.004 6.314 -0.10 -0.02 -0.07 0.084
H -0.397 2.581 6.248 -0.04 0.05 -0.14 0.078
H 0.889 3.460 5.402 -0.04 -0.05 -0.03 0.080
H -3.146 -1.663 4.132 0.02 -0.06 -0.06 0.064
H -1.396 -4.106 3.781 -0.07 0.05 -0.04 0.093
H -1.967 -3.302 2.352 -0.15 0.03 0.02 0.101
H -3.473 -5.221 3.107 0.02 0.09 0.02 0.074
H -4.337 -3.693 3.002 0.04 0.05 0.08 0.076
H -3.831 -4.325 4.579 0.04 0.06 -0.03 0.060
C 2.282 2.953 -0.237 -0.01 0.02 0.11 -0.109
O 1.473 2.565 -1.325 0.01 0.01 -0.07 -0.202
C 0.383 3.448 -1.598 -0.03 0.04 0.08 -0.230
C 0.570 4.174 -2.909 -0.04 -0.05 -0.02 -0.207
N 1.666 5.123 -2.835 0.07 -0.06 0.07 -0.050
C 1.985 5.805 -4.077 -0.02 0.06 -0.08 -0.204
C 2.399 4.955 -5.275 0.02 -0.05 0.04 -0.225
O 3.641 4.292 -5.108 -0.01 0.05 0.07 -0.179
C 3.568 3.009 -4.522 -0.06 -0.05 -0.04 -0.107
H 2.975 2.137 -0.041 0.00 0.01 0.00 0.090
H 2.855 3.865 -0.440 -0.02 -0.01 -0.04 0.084
H 1.682 3.136 0.663 0.01 -0.04 -0.01 0.076
H 0.265 4.156 -0.774 0.00 0.04 -0.05 0.101
H -0.521 2.842 -1.670 0.00 0.04 -0.03 0.084
H -0.357 4.715 -3.130 0.03 0.03 0.00 0.131
H 0.686 3.416 -3.696 0.00 -0.01 0.01 0.106
H 2.490 4.661 -2.473 0.02 0.00 -0.05 0.082
H 2.792 6.514 -3.875 -0.01 0.00 0.01 0.119
H 1.112 6.396 -4.380 0.00 -0.01 0.02 0.118
H 2.522 5.623 -6.131 0.00 -0.02 -0.02 0.120
H 1.625 4.222 -5.533 -0.02 0.04 -0.01 0.109
H 2.682 2.465 -4.870 0.04 -0.02 -0.04 0.086
H 3.529 3.036 -3.429 0.00 0.04 0.01 0.072
H 4.459 2.463 -4.826 0.00 0.00 0.02 0.087
C -5.305 -2.049 -4.840 -0.05 -0.09 -0.06 -0.119
O -4.968 -1.888 -3.480 0.07 0.08 0.04 -0.196
C -4.053 -2.852 -2.973 0.01 -0.03 -0.09 -0.216
C -2.745 -2.198 -2.587 -0.01 -0.07 0.08 -0.223
N -2.058 -1.688 -3.758 -0.06 0.02 -0.07 -0.049
C -0.834 -0.950 -3.491 0.05 0.03 0.02 -0.192
C -0.939 0.322 -2.658 0.03 0.01 0.06 -0.223
O -1.602 1.395 -3.304 0.03 -0.01 -0.13 -0.195
C -3.013 1.391 -3.232 -0.04 -0.05 0.13 -0.092
H -6.101 -1.340 -5.059 0.01 0.00 -0.01 0.088
H -4.460 -1.856 -5.510 0.03 0.01 0.04 0.082
H -5.668 -3.063 -5.046 -0.04 0.02 0.02 0.088
H -3.874 -3.629 -3.723 0.02 -0.01 0.03 0.122
H -4.501 -3.317 -2.091 -0.03 0.00 -0.01 0.121
H -2.111 -2.951 -2.105 0.02 0.02 -0.02 0.125
H -2.963 -1.432 -1.828 -0.01 0.02 -0.01 0.103
H -2.694 -1.124 -4.307 0.01 0.02 0.03 0.079
H -0.378 -0.686 -4.448 -0.01 -0.02 0.00 0.122
H -0.135 -1.621 -2.980 -0.01 0.00 -0.01 0.120
H 0.074 0.678 -2.453 -0.01 0.01 0.03 0.114
H -1.421 0.125 -1.690 0.01 -0.03 -0.01 0.100
H -3.361 0.975 -2.280 0.00 0.04 0.00 0.088
H -3.480 0.815 -4.037 0.03 0.01 -0.02 0.076
H -3.345 2.426 -3.308 -0.02 -0.01 -0.01 0.090